C30H33N3RhS2 as an isolated structure. Source: the OMol25 dataset; level of theory: the ωB97M-V functional and the def2-TZVPD basis.

Last column: natural (NBO) charge in e.
Cartesian coordinates (Å):
Rh (1.812, 0.364, -1.241)  0.789
C (-4.664, -0.435, 0.941)  -0.638
C (-3.850, -1.215, 1.938)  -0.053
C (-4.424, -1.727, 3.097)  -0.179
C (-3.678, -2.445, 4.020)  -0.205
C (-2.332, -2.682, 3.781)  -0.193
C (-1.740, -2.198, 2.624)  -0.265
C (-2.492, -1.458, 1.720)  0.184
N (-1.915, -0.960, 0.517)  -0.632
C (-0.686, -0.397, 0.354)  0.662
N (-0.105, 0.086, 1.471)  -0.590
C (1.230, 0.525, 1.754)  0.066
C (2.217, 0.686, 0.787)  -0.358
C (3.473, 1.130, 1.217)  -0.236
C (3.740, 1.393, 2.548)  -0.217
C (2.726, 1.230, 3.486)  -0.223
C (1.464, 0.801, 3.116)  0.042
C (0.382, 0.651, 4.158)  -0.670
N (-0.160, -0.282, -0.839)  -0.660
C (-0.757, -0.963, -1.952)  0.086
C (-1.304, -0.186, -2.967)  -0.225
C (-1.836, -0.779, -4.100)  -0.203
C (-1.809, -2.161, -4.223)  -0.203
C (-1.245, -2.930, -3.215)  -0.184
C (-0.709, -2.355, -2.064)  -0.045
C (-0.088, -3.224, -1.002)  -0.641
H (-5.652, -0.208, 1.337)  0.234
H (-4.810, -0.995, 0.011)  0.221
H (-4.176, 0.507, 0.682)  0.222
H (-5.476, -1.543, 3.281)  0.221
H (-4.148, -2.822, 4.919)  0.228
H (-1.744, -3.260, 4.482)  0.224
H (-0.695, -2.405, 2.421)  0.222
H (-2.432, -1.093, -0.339)  0.425
H (-0.701, 0.023, 2.281)  0.427
H (4.263, 1.287, 0.487)  0.202
H (4.719, 1.731, 2.862)  0.222
H (2.917, 1.444, 4.531)  0.217
H (0.769, 0.891, 5.146)  0.239
H (-0.011, -0.370, 4.207)  0.217
H (-0.465, 1.320, 3.975)  0.218
H (-1.301, 0.893, -2.855)  0.220
H (-2.269, -0.166, -4.880)  0.225
H (-2.213, -2.639, -5.106)  0.226
H (-1.204, -4.008, -3.324)  0.219
H (-0.821, -3.555, -0.263)  0.231
H (0.695, -2.694, -0.454)  0.205
H (0.353, -4.116, -1.448)  0.233
S (2.278, 2.354, -2.443)  0.185
C (1.148, 3.570, -2.059)  -0.259
C (1.357, 4.842, -2.643)  -0.157
C (0.502, 5.882, -2.354)  -0.214
C (-0.569, 5.676, -1.487)  -0.132
C (-0.792, 4.426, -0.908)  -0.222
C (0.052, 3.373, -1.187)  -0.112
H (2.197, 4.985, -3.311)  0.235
H (0.662, 6.855, -2.798)  0.236
H (-1.236, 6.498, -1.260)  0.229
H (-1.627, 4.285, -0.235)  0.227
H (-0.115, 2.400, -0.742)  0.213
C (3.833, -2.246, -0.689)  -0.745
S (3.007, -1.580, -2.142)  0.318
C (4.420, -0.823, -2.972)  -0.743
H (4.360, -1.455, -0.160)  0.238
H (4.514, -3.035, -1.002)  0.236
H (3.066, -2.658, -0.037)  0.243
H (5.166, -1.591, -3.174)  0.240
H (4.861, -0.038, -2.361)  0.228
H (4.064, -0.412, -3.914)  0.248

Values from the calculation:
- frontier orbital gap (alpha / beta) (eV) = 7.92 / 5.33
- HOMO level (alpha / beta) (eV) = -9.6385 / -10.7285
- total charge = +1
- ΔE to the lowest compared entry with this formula, charge and spin (kJ/mol) = 0.0
- spin multiplicity = 5